12
Properties=species:S:1:pos:R:3:forces:R:3 method="wB97M-V/def2-TZVPD" s_squared=2.0422 gap_ev="6.334 / 6.219" spin_multiplicity=3
I -2.936 -1.179 -0.031 0.20 0.15 0.02
N -2.462 2.500 -0.053 -2.27 1.23 -0.11
N 1.819 0.115 -0.073 -0.32 6.82 -0.55
C 1.441 -1.108 0.032 -4.65 -3.74 -0.17
C -0.942 -0.815 0.004 -0.23 4.28 -0.03
C 1.020 1.190 -0.015 7.48 1.23 0.23
C -1.441 1.991 -0.023 3.26 -1.28 0.15
C 0.104 -1.625 -0.035 0.78 -1.40 0.04
C -0.301 1.209 0.065 -5.93 -3.93 0.17
H 2.206 -1.744 0.155 2.47 -2.60 0.62
H 1.705 2.180 0.015 -2.03 -1.97 -0.38
H -0.213 -2.716 -0.041 1.23 1.22 0.00



10
Properties=species:S:1:pos:R:3:forces:R:3 method="wB97M-V/def2-TZVPD" e_above_lowest_kj_mol=101.6 gap_ev=8.700
N 0.286 -0.515 -2.058 -0.91 0.02 -1.12
C -0.619 0.991 0.330 -2.58 0.94 0.03
C -1.971 1.110 0.316 2.22 0.00 -0.04
C 0.946 -0.476 -0.882 0.68 0.19 1.43
C -1.226 2.262 0.636 0.11 -0.53 -0.08
C -0.266 -0.603 -3.086 0.09 0.04 0.18
C 0.541 0.194 0.209 0.94 -0.56 -0.40
H 1.886 -1.013 -0.883 -0.03 0.04 0.10
H -2.872 0.570 0.158 -0.62 -0.07 -0.04
H 1.183 0.187 1.081 0.09 -0.08 -0.07



14
Properties=species:S:1:pos:R:3:forces:R:3 method="wB97M-V/def2-TZVPD" e_above_lowest_kj_mol=240.7 smiles=N#Cc1ncnc2[nH]cnc12 gap_ev=9.345
N 1.103 -2.087 -0.034 3.90 2.00 2.14
N -0.751 -1.477 -1.152 -4.39 3.09 -3.15
N 1.807 0.023 0.900 -0.89 -5.30 -2.52
N -1.202 3.070 1.526 1.81 -4.01 -1.85
N -1.359 1.000 -0.946 -0.03 -6.24 -0.74
C -0.484 0.910 0.079 -3.79 6.85 0.17
C 0.204 -1.144 -0.338 -0.25 -2.22 -1.31
C -1.488 -0.363 -1.585 2.01 2.84 1.90
C 0.500 0.059 0.196 5.23 -1.72 2.74
C 2.188 -1.324 0.611 -2.78 2.27 1.08
C -0.780 2.090 0.995 -0.80 2.90 0.96
H 3.125 -1.817 0.980 -1.15 0.72 -0.56
H -2.150 -0.201 -2.482 0.72 -1.41 1.14
H 1.009 -3.055 -0.310 0.41 0.22 -0.01



Values for molar mass, g/mol, ordered as above
230.0, 89.1, 145.1